Density functional theory data (ωB97M-V with the def2-TZVPD basis set) for 2 unconnected molecules or ions with the total composition C9H13NO in a non-equilibrium geometry.

Results
- max |F| (eV Å⁻¹) = 4.37
- highest occupied orbital energy (eV) = -8.9
- SMILES string = CC1=NCCC1.CC=C=C=O
- DFT total energy (eV) = -13077.292

Geometry as ORCA input:
```
! wB97M-V def2-TZVPD RIJCOSX def2/J DEFGRID3
* xyz 0 1
C -0.751 0.287 -1.116
C 0.040 1.420 -0.565
N 0.108 2.580 -1.080
C 1.207 3.295 -0.491
C 1.825 2.398 0.594
C 0.959 1.181 0.613
H -0.151 -0.178 -1.843
H -1.563 0.671 -1.605
H -0.925 -0.437 -0.210
H 0.746 4.328 -0.184
H 1.966 3.409 -1.337
H 1.830 3.001 1.536
H 2.794 2.132 0.366
H 1.517 0.136 0.446
H 0.204 0.965 1.409
C 0.248 -3.037 0.946
C -0.946 -3.096 0.126
C -2.018 -2.271 0.143
C -3.244 -2.056 -0.156
O -4.376 -1.699 -0.294
H 0.361 -4.006 1.426
H 0.234 -2.439 1.806
H 0.972 -2.740 0.229
H -1.040 -3.844 -0.760
*
```